No. 1
Below is a structure of composition C7H10, with properties calculated with ωB97M-V with the def2-TZVPD basis set.

Cartesian coordinates (Å):
1 C -1.20567 -1.40834 0.09168
2 C -0.36471 -0.73163 -0.97306
3 C -0.19123 0.75251 -0.92562
4 C -0.40450 1.57713 0.20990
5 C 1.11623 -0.56557 -0.72655
6 C 1.61524 -0.40071 0.53687
7 C 1.52284 0.36205 1.53767
8 H -2.26928 -1.20838 -0.07887
9 H -1.04717 -2.49228 0.06524
10 H -0.93844 -1.05556 1.09307
11 H -0.57080 -1.11861 -1.97414
12 H 0.13592 1.22662 -1.84954
13 H 0.71145 1.30973 1.01954
14 H -0.36592 2.65228 0.03153
15 H -1.17322 1.27903 0.92629
16 H 1.77946 -0.56541 -1.58840
17 H 1.64981 0.38714 2.60441

Calculated total energy = -7416.876 eV
Gap between HOMO and LUMO = 9.8995 eV

Here are the Löwdin charges for atoms 1 to 8, given in e: C -0.06; C -0.33; C -0.17; C -0.09; C -0.14; C -0.12; C 0.02; H 0.08

No. 2
Below is a cluster of 2 separate species, C7H10 in total, with properties calculated with ωB97M-V with the def2-TZVPD basis set.

Cartesian coordinates (Å):
1 C 2.27957 -0.42060 0.39501
2 C 2.00649 -1.69715 0.64238
3 C -0.12253 1.22695 -1.05023
4 C -0.78687 -0.06347 -1.45938
5 C -1.77467 0.67233 -0.60340
6 C -1.51183 0.36736 0.83731
7 C -0.59422 1.40766 0.28003
8 H 2.31928 -0.02318 -0.61675
9 H 2.46770 0.28991 1.19693
10 H 1.82456 -2.40866 -0.16043
11 H 1.96275 -2.08802 1.65652
12 H -0.95818 -0.15097 -2.53121
13 H -0.49102 -1.01558 -1.00832
14 H -2.62928 1.24079 -0.95212
15 H -1.13246 -0.63462 1.03883
16 H -2.22517 0.73789 1.57110
17 H -0.59387 2.40305 0.72501

Calculated total energy = -7415.738 eV
Gap between HOMO and LUMO = 8.8417 eV

Here are the Löwdin charges for atoms 1 to 8, given in e: C -0.09; C -0.09; C -0.03; C -0.17; C -0.20; C -0.09; C -0.19; H 0.05

No. 3
Below is the molecule C7H10, with properties calculated with ωB97M-V with the def2-TZVPD basis set.

Cartesian coordinates (Å):
1 C -1.36945 -1.25134 -0.01738
2 C -0.35971 -0.73885 -1.01285
3 C 0.09813 0.68765 -0.92623
4 C -0.49907 1.63695 0.09122
5 C 1.01736 -0.43454 -0.48759
6 C 1.38987 -0.47787 0.90234
7 C 1.99982 -0.26403 1.91798
8 H -2.29308 -0.65727 -0.01780
9 H -1.64970 -2.27929 -0.26887
10 H -0.87639 -1.21222 0.97587
11 H -0.35228 -1.20139 -1.99770
12 H 0.39653 1.16133 -1.85745
13 H 0.18200 2.47240 0.28386
14 H -1.44816 2.04370 -0.27560
15 H -0.69179 1.15324 1.05360
16 H 1.86878 -0.66717 -1.11694
17 H 2.58713 0.02870 2.75354

SMILES string = C#C[C@@H]1[C@H](C)[C@@H]1C
Calculated total energy = -7418.410 eV
Gap between HOMO and LUMO = 10.3249 eV

Here are the Löwdin charges for atoms 1 to 8, given in e: C -0.06; C -0.27; C -0.25; C -0.07; C -0.24; C -0.13; C 0.13; H 0.08

No. 4
Below is the molecule C7H10, with properties calculated with ωB97M-V with the def2-TZVPD basis set.

Cartesian coordinates (Å):
1 C -1.86006 0.09092 0.63377
2 C -3.19462 -0.08517 0.50260
3 C -0.88701 -0.72766 -1.53202
4 C -0.79957 -0.03754 -0.38231
5 C 0.50225 0.46461 0.13139
6 C 1.70412 0.01249 -0.25346
7 C 2.99986 0.26940 0.46205
8 H -1.56778 0.52589 1.58861
9 H -3.86704 0.50182 1.11149
10 H -3.60988 -0.87791 -0.11489
11 H -1.84392 -1.19984 -1.70861
12 H -0.04404 -0.60211 -2.19466
13 H 0.53619 1.12069 0.99037
14 H 1.91396 -0.55639 -1.15565
15 H 3.02597 -0.25256 1.41983
16 H 3.86341 0.00904 -0.14265
17 H 3.12816 1.34432 0.64413

SMILES string = C=CC(=C)/C=C/C
Calculated total energy = -7418.377 eV
Gap between HOMO and LUMO = 8.5470 eV

Here are the Löwdin charges for atoms 1 to 8, given in e: C -0.15; C 0.02; C 0.07; C -0.32; C -0.09; C -0.15; C -0.11; H 0.09

No. 5
Below is a cluster of 2 separate species, C7H10 in total, with properties calculated with ωB97M-V with the def2-TZVPD basis set.

Cartesian coordinates (Å):
1 C 3.18040 0.54087 0.25652
2 C 4.49028 0.35668 0.06208
3 C 1.96481 0.78209 -0.01385
4 C -1.14335 0.17738 -0.89938
5 C -0.48481 -0.10494 0.18240
6 C -2.66340 -0.05452 -1.25135
7 C -0.72163 -0.96231 1.30807
8 H 4.80176 -0.14455 -0.82999
9 H 5.30353 0.72514 0.62810
10 H 1.47835 1.67247 -0.27865
11 H -0.66923 0.82098 -1.69805
12 H -3.24076 -1.08405 -0.98393
13 H -2.65582 0.07611 -2.30038
14 H -3.29610 0.63152 -0.72073
15 H 0.13505 -0.92193 2.02659
16 H -0.66174 -2.02792 1.01722
17 H -1.61117 -0.61479 1.83802

Calculated total energy = -7413.956 eV
Gap between HOMO and LUMO (spin up / spin down) = 8.4407 / 7.5003 eV

Here are the Löwdin charges for atoms 1 to 8, given in e: C -0.19; C 0.00; C 0.07; C -0.19; C -0.14; C -0.09; C -0.13; H 0.05

No. 6
Below is the molecule C7H10, with properties calculated with ωB97M-V with the def2-TZVPD basis set.

Cartesian coordinates (Å):
1 C 1.84606 -0.79037 0.02890
2 C 1.24392 -0.21860 -1.23188
3 C 0.51757 -0.11906 0.07534
4 C 0.07140 1.16424 0.79941
5 C -1.30885 0.52776 0.94161
6 C -1.81620 -0.02661 -0.38604
7 C -0.80926 -0.79623 0.36520
8 H 2.70921 -0.29277 0.46201
9 H 1.84712 -1.87373 0.12713
10 H 1.70256 0.67846 -1.64313
11 H 0.85621 -0.90001 -1.98550
12 H 0.67584 1.30338 1.70950
13 H 0.06550 2.11275 0.25448
14 H -2.22742 0.92869 1.35173
15 H -1.61031 0.54843 -1.28403
16 H -2.82818 -0.41322 -0.26389
17 H -0.93515 -1.83311 0.67917

SMILES string = C1[C@@H]2CC3(CC3)[C@H]12
Calculated total energy = -7418.034 eV
Gap between HOMO and LUMO = 10.4887 eV

Here are the Löwdin charges for atoms 1 to 8, given in e: C -0.08; C -0.09; C -0.41; C -0.07; C -0.19; C -0.11; C -0.16; H 0.10

No. 7
Below is the molecule C7H10, with properties calculated with ωB97M-V with the def2-TZVPD basis set.

Cartesian coordinates (Å):
1 C 0.02488 1.28496 -1.31926
2 C -0.57328 1.26318 0.06168
3 C -0.99610 -0.04328 0.67078
4 C -0.74023 -1.39446 0.00298
5 C 0.76134 -1.55070 0.13986
6 C 1.36104 -0.38613 0.39218
7 C 0.34755 0.50965 1.03618
8 H 0.19211 2.30927 -1.67751
9 H 0.98800 0.68956 -1.14393
10 H -0.50743 0.71296 -2.08669
11 H -1.03023 2.16265 0.47058
12 H -1.79611 -0.00584 1.40264
13 H -1.02190 -1.43451 -1.06459
14 H -1.31233 -2.17703 0.50750
15 H 1.26783 -2.50477 0.13361
16 H 2.43374 -0.20889 0.41243
17 H 0.60110 0.77339 2.06156

SMILES string = C[C@@H]1[C@@H]2C=CC[C@H]12
Calculated total energy = -7418.850 eV
Gap between HOMO and LUMO = 9.8866 eV

Here are the Löwdin charges for atoms 1 to 8, given in e: C -0.07; C -0.23; C -0.21; C -0.13; C -0.08; C -0.12; C -0.22; H 0.08

No. 8
Below is the molecule C7H10, with properties calculated with ωB97M-V with the def2-TZVPD basis set.

Cartesian coordinates (Å):
1 C -1.74344 -0.14069 0.23306
2 C -1.70035 0.75157 -0.94433
3 C -0.40124 0.30394 -0.30617
4 C 0.59689 -0.58358 -1.04359
5 C 1.35744 -0.73223 0.27101
6 C 1.85278 0.55837 0.87638
7 C 0.42637 0.22495 0.99782
8 H -2.00674 -1.18826 0.25340
9 H -1.93412 0.39657 1.16639
10 H -1.85918 0.17195 -1.85617
11 H -2.16463 1.73072 -0.96207
12 H 0.14449 -1.49976 -1.44010
13 H 1.18481 -0.11739 -1.85042
14 H 1.70694 -1.69307 0.63163
15 H 2.12023 1.42673 0.28525
16 H 2.40852 0.41769 1.79994
17 H -0.03532 -0.03874 1.94989

SMILES string = C1[C@@H]2CC3(CC3)[C@H]12
Calculated total energy = -7417.211 eV
Gap between HOMO and LUMO = 9.7820 eV

Here are the Löwdin charges for atoms 1 to 8, given in e: C -0.13; C -0.08; C -0.34; C -0.09; C -0.20; C -0.08; C -0.20; H 0.11

calculated total energy of number 3 (C7H10)?
-7418.410 eV

The highest calculated total energy belongs to which entry?
number 5

Which value of calculated total energy does entry 5 give?
-7413.956 eV